1.
A molecular structure, C48H46AsF6N4O4S3SrTe, computed with ωB97M-V/def2-TZVPD.

Each line ends with the Löwdin charge.
CARTESIAN COORDINATES (ANGSTROEM)
1 Sr -0.10 0.30 -0.20  1.228
2 C -1.49 -0.57 -2.86  0.062
3 C -0.38 -1.16 -2.02  -0.511
4 N 0.79 -0.61 -1.86  -0.246
5 N 0.99 0.56 -2.65  -0.094
6 C 1.01 1.82 -2.31  -1.087
7 S 0.66 2.69 -0.81  0.527
8 S 1.51 2.86 -3.69  0.790
9 C 3.29 2.88 -3.31  -0.452
10 C 4.07 1.81 -4.03  -0.280
11 C 4.21 0.54 -3.46  -0.038
12 C 4.93 -0.46 -4.12  -0.082
13 C 5.52 -0.20 -5.35  -0.128
14 C 5.39 1.06 -5.93  -0.121
15 C 4.66 2.06 -5.28  -0.067
16 C -0.65 -2.49 -1.43  -0.166
17 C -0.58 -3.59 -2.30  -0.053
18 C -0.81 -4.87 -1.82  -0.152
19 C -1.11 -5.04 -0.47  -0.121
20 C -1.17 -3.92 0.38  -0.020
21 C -0.94 -2.60 -0.05  -0.454
22 O -0.99 -1.61 0.75  -0.271
23 H -1.74 0.43 -2.50  0.129
24 H -2.39 -1.18 -2.81  0.163
25 H -1.17 -0.51 -3.91  0.155
26 H 3.47 2.82 -2.23  0.059
27 H 3.67 3.86 -3.61  0.068
28 H 3.72 0.31 -2.51  0.040
29 H 5.00 -1.45 -3.67  0.098
30 H 6.07 -0.98 -5.87  0.082
31 H 5.83 1.26 -6.90  0.082
32 H 4.54 3.04 -5.75  0.099
33 H -0.33 -3.43 -3.34  0.107
34 H -0.75 -5.73 -2.48  0.072
35 H -1.29 -6.03 -0.07  0.081
36 H -1.40 -4.08 1.43  0.104
37 O 2.25 -5.50 3.87  -0.079
38 C 3.01 -5.08 2.75  -0.223
39 C 2.35 -3.93 2.05  -0.187
40 C 2.53 -3.75 0.68  -0.013
41 C 1.94 -2.65 0.09  -0.157
42 N 1.22 -1.73 0.77  -0.059
43 C 1.03 -1.85 2.13  -0.167
44 C 1.59 -2.97 2.76  0.038
45 C 0.25 -0.78 2.96  -0.114
46 C 0.26 -0.84 4.37  0.044
47 C -0.49 0.07 5.15  -0.198
48 C -0.48 -0.04 6.65  -0.222
49 O -0.92 -1.33 7.05  -0.080
50 C -1.23 1.06 4.51  -0.020
51 C -1.19 1.10 3.13  -0.173
52 N -0.49 0.22 2.38  0.049
53 H 2.71 -6.27 4.25  0.084
54 H 3.11 -5.94 2.07  0.115
55 H 4.01 -4.78 3.09  0.122
56 H 3.10 -4.44 0.08  0.110
57 H 2.04 -2.47 -0.98  0.106
58 H 1.46 -3.15 3.82  0.098
59 H 0.84 -1.58 4.90  0.110
60 H -1.14 0.69 7.11  0.109
61 H 0.53 0.12 7.04  0.126
62 H -1.59 -1.63 6.41  0.094
63 H -1.81 1.78 5.06  0.116
64 H -1.74 1.85 2.58  0.023
65 F 0.16 2.43 1.04  -0.655
66 As 0.34 3.99 1.95  0.970
67 F 0.82 3.06 3.44  -0.274
68 F -1.41 3.89 2.45  -0.323
69 F 0.52 5.55 2.86  -0.312
70 F -0.14 4.91 0.46  -0.349
71 F 2.08 4.08 1.44  -0.308
72 O -2.50 1.04 -0.01  -0.571
73 S -3.25 2.03 0.83  0.985
74 C -4.45 1.15 1.87  -0.265
75 C -5.49 0.31 1.16  -0.264
76 C -5.12 -0.75 0.33  -0.018
77 C -6.08 -1.53 -0.31  -0.071
78 C -7.44 -1.27 -0.11  -0.107
79 C -7.82 -0.22 0.72  -0.102
80 C -6.86 0.56 1.36  -0.061
81 C -4.41 3.01 -0.17  -0.256
82 C -4.41 2.69 -1.64  -0.261
83 C -3.35 3.11 -2.47  -0.029
84 C -3.36 2.82 -3.83  -0.074
85 C -4.42 2.11 -4.39  -0.103
86 C -5.47 1.68 -3.58  -0.092
87 C -5.47 1.97 -2.22  -0.041
88 H -4.94 1.91 2.50  0.103
89 H -3.88 0.50 2.54  0.103
90 H -4.06 -0.98 0.16  0.116
91 H -5.78 -2.35 -0.96  0.107
92 H -8.19 -1.88 -0.61  0.094
93 H -8.88 -0.02 0.88  0.094
94 H -7.18 1.37 2.01  0.107
95 H -4.10 4.06 -0.05  0.103
96 H -5.42 2.96 0.24  0.090
97 H -2.51 3.65 -2.05  0.121
98 H -2.53 3.14 -4.46  0.110
99 H -4.42 1.87 -5.45  0.096
100 H -6.29 1.11 -4.01  0.096
101 H -6.29 1.62 -1.60  0.104
102 Te 3.16 0.67 0.41  0.926
103 C 5.24 0.89 0.78  -0.670
104 C 5.90 -0.02 1.61  -0.184
105 C 7.27 0.13 1.86  -0.134
106 C 7.98 1.19 1.27  -0.152
107 C 7.32 2.10 0.44  -0.126
108 C 5.95 1.95 0.20  -0.167
109 H 5.36 -0.83 2.07  0.069
110 H 7.78 -0.57 2.50  0.076
111 H 9.04 1.30 1.46  0.070
112 H 7.86 2.91 -0.01  0.080
113 H 5.44 2.66 -0.45  0.076
114 H -1.52 0.08 -2.12  0.019

Calculated values
**⟨S²⟩**: 0.75
**Charge**: -2
**Multiplicity**: 2

---

2.
A molecular structure, C48H46GeN3O5SiTc, computed with ωB97M-V/def2-TZVPD.

Each line ends with the Löwdin charge.
CARTESIAN COORDINATES (ANGSTROEM)
1 Tc 1.15 -0.59 1.05  1.577
2 O -0.56 2.40 3.36  0.044
3 C -0.17 1.61 2.51  -0.611
4 O -0.12 0.34 2.57  -0.139
5 C 0.27 2.18 1.16  -0.186
6 C -0.02 3.48 0.78  0.012
7 C 0.22 3.87 -0.52  -0.040
8 C 0.79 2.97 -1.41  -0.035
9 C 1.12 1.70 -0.95  -0.139
10 N 0.85 1.33 0.30  -0.041
11 H -0.48 4.13 1.52  0.123
12 H -0.04 4.86 -0.86  0.106
13 H 0.98 3.23 -2.44  0.112
14 H 1.60 0.95 -1.56  0.101
15 C 3.94 1.84 0.57  -0.167
16 Si 3.95 1.01 2.24  0.418
17 C 5.64 0.23 2.46  -0.159
18 C 3.75 2.41 3.50  -0.172
19 N 2.66 -0.16 2.41  -0.175
20 C 2.61 -0.98 3.51  -0.303
21 C 3.30 -0.76 4.72  -0.043
22 C 3.27 -1.67 5.76  -0.101
23 C 2.55 -2.85 5.66  -0.107
24 C 1.84 -3.10 4.50  -0.022
25 C 1.87 -2.17 3.48  -0.217
26 O 1.18 -2.41 2.27  -0.139
27 C -0.10 -3.00 2.35  -0.279
28 C -1.03 -2.55 3.26  -0.018
29 C -2.30 -3.12 3.24  -0.070
30 C -2.60 -4.12 2.31  -0.091
31 C -1.65 -4.54 1.40  -0.073
32 C -0.38 -3.99 1.42  -0.003
33 H 4.91 2.34 0.46  0.037
34 H 3.17 2.61 0.48  0.016
35 H 3.84 1.13 -0.25  0.009
36 H 6.40 1.00 2.63  0.028
37 H 5.91 -0.32 1.55  0.021
38 H 5.68 -0.48 3.29  0.023
39 H 4.19 3.33 3.09  0.024
40 H 4.23 2.22 4.46  0.015
41 H 2.69 2.61 3.69  0.028
42 H 3.86 0.16 4.85  0.076
43 H 3.82 -1.44 6.67  0.097
44 H 2.53 -3.56 6.48  0.091
45 H 1.26 -4.00 4.38  0.122
46 H -0.79 -1.74 3.93  0.125
47 H -3.05 -2.77 3.93  0.104
48 H -3.60 -4.54 2.29  0.098
49 H -1.90 -5.28 0.65  0.107
50 H 0.38 -4.26 0.69  0.133
51 O -2.28 -2.19 -0.94  0.030
52 C -1.70 -1.41 -0.19  -0.644
53 O -0.41 -1.36 -0.08  -0.196
54 C -2.52 -0.36 0.55  -0.149
55 C -2.48 0.96 -0.22  -0.225
56 Ge -3.08 1.01 -2.08  1.029
57 C -2.12 -0.12 -3.34  -0.275
58 C -2.76 -0.66 -4.45  -0.106
59 C -2.07 -1.45 -5.36  -0.096
60 C -0.73 -1.73 -5.15  -0.095
61 C -0.08 -1.22 -4.04  -0.066
62 C -0.77 -0.42 -3.14  -0.099
63 C -4.99 0.59 -2.20  -0.263
64 C -5.94 1.55 -2.55  -0.108
65 C -7.29 1.22 -2.60  -0.102
66 C -7.70 -0.08 -2.30  -0.106
67 C -6.76 -1.04 -1.97  -0.090
68 C -5.41 -0.71 -1.92  -0.096
69 C -2.75 2.87 -2.62  -0.263
70 C -2.05 3.16 -3.79  -0.103
71 C -1.72 4.47 -4.13  -0.096
72 C -2.10 5.51 -3.30  -0.108
73 C -2.81 5.25 -2.14  -0.106
74 C -3.12 3.94 -1.80  -0.121
75 H -2.12 -0.21 1.55  0.090
76 H -3.54 -0.74 0.64  0.109
77 H -1.46 1.36 -0.23  0.040
78 H -3.09 1.71 0.29  0.079
79 H -3.82 -0.46 -4.60  0.097
80 H -2.59 -1.86 -6.22  0.095
81 H -0.19 -2.36 -5.85  0.095
82 H 0.96 -1.47 -3.85  0.104
83 H -0.26 -0.07 -2.26  0.070
84 H -5.64 2.56 -2.78  0.091
85 H -8.03 1.97 -2.86  0.095
86 H -8.75 -0.34 -2.34  0.094
87 H -7.07 -2.05 -1.74  0.099
88 H -4.67 -1.46 -1.66  0.097
89 H -1.73 2.35 -4.44  0.097
90 H -1.17 4.66 -5.04  0.098
91 H -1.85 6.53 -3.57  0.096
92 H -3.11 6.06 -1.49  0.099
93 H -3.67 3.75 -0.88  0.101
94 N 2.33 -1.13 -0.26  -0.130
95 C 3.54 -1.69 -0.39  -0.415
96 C 4.10 -2.56 0.58  -0.053
97 C 5.35 -3.13 0.40  -0.120
98 C 6.11 -2.85 -0.73  -0.138
99 C 5.58 -2.01 -1.70  -0.127
100 C 4.33 -1.45 -1.55  -0.072
101 H 3.53 -2.78 1.47  0.088
102 H 5.74 -3.79 1.17  0.095
103 H 7.09 -3.29 -0.85  0.082
104 H 6.16 -1.78 -2.59  0.089
105 H 3.92 -0.80 -2.32  0.091

Calculated values
**⟨S²⟩**: 3.78
**Charge**: -1
**Multiplicity**: 4

---

3.
A molecular structure, C48H46IrN3O3P2, computed with ωB97M-V/def2-TZVPD.

Each line ends with the Löwdin charge.
CARTESIAN COORDINATES (ANGSTROEM)
1 Ir 0.25 1.18 0.15  1.067
2 O 2.39 -0.52 2.44  -0.041
3 C 3.64 -0.52 1.87  -0.276
4 C 4.78 -0.98 2.52  0.014
5 C 5.98 -1.03 1.82  -0.027
6 C 6.04 -0.68 0.48  -0.042
7 C 4.88 -0.29 -0.18  -0.058
8 C 3.68 -0.18 0.52  -0.277
9 P 2.15 0.09 -0.38  0.975
10 C 2.38 1.37 -1.65  -0.353
11 C 3.40 2.31 -1.64  -0.087
12 C 3.30 3.46 -2.42  -0.038
13 C 2.16 3.69 -3.18  -0.045
14 C 1.13 2.77 -3.19  -0.044
15 C 1.23 1.61 -2.43  -0.147
16 C 1.90 -1.53 -1.16  -0.319
17 C 1.98 -2.65 -0.34  -0.087
18 C 1.82 -3.92 -0.87  -0.058
19 C 1.57 -4.07 -2.23  -0.048
20 C 1.49 -2.96 -3.05  -0.051
21 C 1.66 -1.69 -2.52  -0.066
22 C 2.03 0.19 3.56  -0.273
23 C 2.84 0.38 4.67  0.003
24 C 2.32 0.99 5.80  -0.050
25 C 1.00 1.42 5.83  -0.059
26 C 0.20 1.25 4.70  -0.056
27 C 0.71 0.66 3.55  -0.262
28 P -0.32 0.25 2.12  1.008
29 C -0.49 -1.54 2.20  -0.335
30 C -0.84 -2.32 1.09  -0.094
31 C -1.06 -3.68 1.24  -0.059
32 C -0.94 -4.28 2.49  -0.047
33 C -0.59 -3.51 3.59  -0.046
34 C -0.37 -2.15 3.45  -0.061
35 C -1.96 0.92 2.47  -0.345
36 C -3.09 0.11 2.45  -0.050
37 C -4.35 0.67 2.62  -0.045
38 C -4.48 2.03 2.83  -0.048
39 C -3.36 2.85 2.86  -0.054
40 C -2.11 2.30 2.67  -0.125
41 H 4.73 -1.33 3.54  0.120
42 H 6.87 -1.38 2.33  0.123
43 H 6.97 -0.75 -0.06  0.120
44 H 4.91 -0.09 -1.24  0.121
45 H 4.29 2.17 -1.03  0.101
46 H 4.11 4.17 -2.43  0.120
47 H 2.09 4.59 -3.79  0.119
48 H 0.25 2.93 -3.81  0.123
49 H 0.46 0.85 -2.54  0.089
50 H 2.18 -2.55 0.72  0.111
51 H 1.89 -4.78 -0.23  0.118
52 H 1.45 -5.06 -2.65  0.117
53 H 1.32 -3.07 -4.11  0.116
54 H 1.63 -0.84 -3.19  0.099
55 H 3.87 0.04 4.68  0.107
56 H 2.94 1.12 6.67  0.124
57 H 0.58 1.86 6.72  0.120
58 H -0.83 1.56 4.74  0.108
59 H -0.94 -1.87 0.11  0.084
60 H -1.33 -4.27 0.38  0.117
61 H -1.12 -5.34 2.61  0.117
62 H -0.49 -3.97 4.57  0.117
63 H -0.10 -1.57 4.32  0.113
64 H -2.99 -0.96 2.30  0.111
65 H -5.22 0.03 2.60  0.118
66 H -5.47 2.46 2.97  0.117
67 H -3.47 3.91 3.02  0.114
68 H -1.23 2.93 2.68  0.090
69 O -1.09 -0.04 -0.87  -0.176
70 C -2.01 0.86 -0.90  -0.551
71 O -1.69 1.98 -0.38  -0.089
72 C -3.32 0.59 -1.47  -0.147
73 C -3.58 -0.65 -2.06  -0.004
74 C -4.84 -0.90 -2.58  -0.051
75 C -5.82 0.08 -2.52  -0.047
76 C -5.56 1.31 -1.93  -0.051
77 C -4.31 1.57 -1.40  -0.006
78 H -2.80 -1.40 -2.10  0.119
79 H -5.05 -1.85 -3.05  0.114
80 H -6.80 -0.12 -2.94  0.116
81 H -6.34 2.07 -1.88  0.114
82 H -4.09 2.52 -0.94  0.121
83 C 2.39 4.13 3.83  -0.026
84 N 2.28 3.58 2.49  -0.119
85 C 3.45 2.84 2.02  -0.006
86 C 1.28 3.90 1.64  -0.417
87 N 0.89 3.08 0.67  -0.011
88 N 0.68 5.10 1.79  -0.131
89 C -0.61 5.38 1.16  -0.031
90 C 1.44 6.30 2.14  -0.024
91 H 2.67 3.32 4.50  0.078
92 H 1.43 4.53 4.15  0.101
93 H 3.16 4.90 3.90  0.098
94 H 4.31 3.51 1.99  0.112
95 H 3.26 2.46 1.02  0.051
96 H 3.67 2.02 2.69  0.078
97 H 0.36 3.62 -0.01  0.062
98 H -1.23 4.49 1.12  0.069
99 H -0.49 5.79 0.15  0.106
100 H -1.12 6.14 1.76  0.105
101 H 2.50 6.08 2.18  0.090
102 H 1.12 6.72 3.09  0.102
103 H 1.28 7.05 1.36  0.102

Calculated values
**Charge**: +2

---

4.
10 unconnected molecules or ions with the total composition C48H47Cl6N7O14, computed with ωB97M-V/def2-TZVPD.

Each line ends with the Löwdin charge.
CARTESIAN COORDINATES (ANGSTROEM)
1 O -4.50 3.68 -3.97  -0.012
2 N -5.20 2.85 -4.59  -0.292
3 O -6.29 3.16 -5.13  0.057
4 C -4.79 1.47 -4.76  -0.165
5 C -3.74 0.93 -4.03  -0.003
6 C -3.34 -0.33 -4.41  -0.085
7 C -4.00 -1.14 -5.30  -0.055
8 C -5.09 -0.59 -5.98  -0.051
9 C -5.46 0.71 -5.68  -0.010
10 H -3.32 1.45 -3.19  0.064
11 H -2.46 -0.77 -3.94  0.099
12 H -3.75 -2.11 -5.70  0.114
13 H -5.60 -1.19 -6.72  0.109
14 H -6.28 1.07 -6.28  0.123
15 O 2.95 1.92 1.59  0.040
16 N 3.97 2.30 1.01  -0.356
17 O 4.20 3.43 0.73  0.111
18 C 5.01 1.29 0.81  -0.145
19 C 6.30 1.66 0.48  -0.010
20 C 7.23 0.70 0.21  -0.071
21 C 6.94 -0.66 0.32  -0.045
22 C 5.63 -0.97 0.69  -0.071
23 C 4.65 -0.03 0.96  -0.006
24 H 6.54 2.72 0.45  0.123
25 H 8.23 0.97 -0.13  0.111
26 H 7.55 -1.52 0.10  0.108
27 H 5.37 -2.02 0.78  0.103
28 H 3.65 -0.37 1.16  0.094
29 O -2.60 2.05 6.92  0.084
30 N -1.96 1.32 6.20  -0.344
31 O -0.80 1.52 5.86  0.060
32 C -2.63 0.13 5.73  -0.186
33 C -2.03 -0.62 4.74  -0.041
34 C -2.63 -1.79 4.32  -0.058
35 C -3.79 -2.26 4.93  -0.059
36 C -4.32 -1.54 6.00  -0.066
37 C -3.76 -0.33 6.37  -0.011
38 H -1.19 -0.20 4.22  0.041
39 H -2.25 -2.44 3.53  0.100
40 H -4.16 -3.26 4.71  0.105
41 H -5.16 -1.94 6.55  0.107
42 H -4.20 0.16 7.23  0.123
43 O 3.65 -2.29 2.75  0.053
44 N 2.86 -1.85 3.59  -0.313
45 O 1.65 -1.84 3.47  0.074
46 C 3.43 -1.07 4.69  -0.158
47 C 2.79 0.12 5.05  0.017
48 C 3.26 0.84 6.15  -0.050
49 C 4.30 0.32 6.88  -0.072
50 C 4.87 -0.91 6.55  -0.060
51 C 4.48 -1.58 5.39  -0.014
52 H 1.88 0.39 4.54  0.116
53 H 2.78 1.78 6.33  0.117
54 H 4.79 0.84 7.69  0.111
55 H 5.80 -1.27 6.97  0.108
56 H 4.92 -2.53 5.12  0.122
57 O -0.51 0.23 -7.48  0.121
58 N -0.34 -0.08 -6.36  -0.357
59 O -0.60 -1.16 -5.88  0.027
60 C 0.49 0.80 -5.52  -0.142
61 C 1.07 1.92 -6.09  0.001
62 C 1.85 2.73 -5.30  -0.054
63 C 2.16 2.32 -4.01  -0.063
64 C 1.51 1.26 -3.42  -0.062
65 C 0.71 0.47 -4.21  -0.021
66 H 0.86 2.21 -7.11  0.125
67 H 2.28 3.62 -5.73  0.113
68 H 2.84 2.97 -3.46  0.111
69 H 1.64 1.01 -2.38  0.105
70 H 0.02 -0.26 -3.80  0.105
71 O -0.42 7.65 -3.24  0.083
72 N -0.89 6.54 -3.38  -0.359
73 O -1.58 6.18 -4.31  0.092
74 C -0.66 5.55 -2.34  -0.161
75 C 0.51 5.62 -1.64  -0.011
76 C 0.89 4.60 -0.78  -0.053
77 C 0.04 3.50 -0.68  -0.081
78 C -1.18 3.46 -1.31  -0.097
79 C -1.53 4.51 -2.14  -0.008
80 H 1.23 6.37 -1.95  0.126
81 H 1.69 4.73 -0.07  0.103
82 H 0.27 2.70 0.01  0.069
83 H -1.65 2.49 -1.40  0.069
84 H -2.41 4.39 -2.77  0.092
85 O -0.39 -3.80 -0.41  0.037
86 N -1.05 -4.51 0.28  -0.404
87 O -2.16 -4.80 0.02  0.100
88 C -0.48 -4.92 1.56  -0.147
89 C 0.88 -4.70 1.76  0.010
90 C 1.36 -4.79 3.05  -0.088
91 C 0.53 -5.21 4.07  -0.061
92 C -0.83 -5.48 3.83  -0.060
93 C -1.32 -5.37 2.54  -0.014
94 H 1.53 -4.46 0.93  0.124
95 H 2.41 -4.59 3.24  0.099
96 H 0.88 -5.44 5.07  0.110
97 H -1.43 -5.98 4.58  0.108
98 H -2.37 -5.54 2.36  0.122
99 Cl -4.40 2.79 -1.21  0.690
100 C -4.65 2.88 0.54  -0.648
101 C -4.74 1.50 1.15  -0.646
102 Cl -4.37 1.62 2.89  0.583
103 H -5.38 3.60 0.91  0.084
104 H -3.77 3.41 0.92  0.058
105 H -3.96 0.92 0.66  0.019
106 H -5.72 1.04 1.06  0.073
107 Cl -0.59 0.78 2.01  0.662
108 C 0.15 -0.47 1.02  -0.655
109 C -0.54 -0.69 -0.28  -0.647
110 Cl -2.18 -1.35 -0.09  0.615
111 H 0.11 -1.38 1.63  0.044
112 H 1.23 -0.35 0.87  0.069
113 H -0.01 -1.33 -0.98  0.064
114 H -0.67 0.26 -0.81  0.044
115 Cl 2.89 -3.03 -3.76  0.532
116 C 1.41 -3.09 -4.79  -0.670
117 C 0.90 -4.50 -4.83  -0.651
118 Cl -0.61 -4.59 -5.79  0.553
119 H 1.69 -2.58 -5.70  0.068
120 H 0.69 -2.45 -4.29  0.033
121 H 0.71 -4.91 -3.84  0.066
122 H 1.57 -5.16 -5.37  0.064

---

Number 1: electronic energy -6704.62586 hartree. Number 2: electronic energy -4844.59501 hartree. Number 3: electronic energy -3033.36281 hartree. Number 4: electronic energy -6054.39826 hartree.